No. 1
ORCA calculation (ωB97M-V/def2-TZVPD) on a cluster of 2 separate species, C5H11NO in total.

Summary:
* SMILES: CC/C=N/C=O.C
* E_LUMO: 0.4 eV
* HOMO level: -10.0 eV
* energy relative to the best compared isomer or geometry (same formula, charge and spin): 32.4 kcal per mole

CARTESIAN COORDINATES (ANGSTROEM)
C -2.033 -1.225 -1.145
C -0.082 0.225 -0.744
C -1.202 -0.504 -0.074
N 1.113 -0.212 -0.747
C 1.037 0.871 2.458
C 2.029 0.504 -1.541
O 1.787 0.962 -2.634
H -1.437 -2.007 -1.624
H -2.919 -1.689 -0.704
H -2.365 -0.528 -1.922
H -0.342 1.141 -1.295
H -0.022 0.599 2.458
H -1.832 0.211 0.470
H -0.789 -1.221 0.642
H 1.363 1.048 3.486
H 1.616 0.059 2.012
H 1.179 1.783 1.871
H 3.029 0.569 -1.081


No. 2
ORCA calculation (ωB97M-V/def2-TZVPD) on a structure of composition C5H11NO.

Summary:
* E_LUMO: 1.0 eV
* HOMO level: -8.6 eV
* energy relative to the best compared isomer or geometry (same formula, charge and spin): 112.3 kcal per mole

CARTESIAN COORDINATES (ANGSTROEM)
C -1.430 -1.588 0.962
C -1.055 -0.144 0.748
C -0.559 0.689 1.868
N 0.362 0.130 0.498
C 0.741 1.142 -0.485
C 1.168 0.455 -1.778
O 2.232 -0.434 -1.558
H -1.364 -2.157 0.030
H -2.457 -1.651 1.336
H -0.772 -2.041 1.708
H -1.662 0.357 -0.009
H 0.741 0.217 1.548
H -0.714 1.753 1.638
H -0.087 1.838 -0.670
H 1.587 1.712 -0.086
H 0.303 -0.055 -2.229
H 1.522 1.199 -2.500
H 1.975 -0.982 -0.804


No. 3
ORCA calculation (ωB97M-V/def2-TZVPD) on an isolated molecule of C5H11NO.

Summary:
* SMILES: C[C@H]1CN1CCO
* E_LUMO: 1.0 eV
* HOMO level: -8.7 eV
* energy relative to the best compared isomer or geometry (same formula, charge and spin): 61.6 kcal per mole

CARTESIAN COORDINATES (ANGSTROEM)
C 1.677 -0.172 -1.604
C 1.302 -0.751 -0.258
C 1.244 0.009 1.052
N 0.104 -0.200 0.237
C -1.270 -0.603 0.325
C -2.065 0.694 0.207
O -1.891 1.490 1.360
H 0.890 -0.471 -2.309
H 2.637 -0.519 -1.991
H 1.665 0.922 -1.559
H 1.507 -1.821 -0.132
H 1.599 1.040 1.106
H 1.396 -0.563 1.973
H -1.480 -1.257 -0.531
H -1.549 -1.138 1.245
H -1.692 1.214 -0.691
H -3.137 0.521 0.095
H -0.937 1.604 1.474


No. 4
ORCA calculation (ωB97M-V/def2-TZVPD) on a cluster of 2 separate species, C5H11NO in total at a distorted geometry.

Summary:
* SMILES: C=CC(=C)NC.O
* E_LUMO: 0.7 eV
* HOMO level: -8.4 eV
* energy relative to the best compared isomer or geometry (same formula, charge and spin): 54.2 kcal per mole

CARTESIAN COORDINATES (ANGSTROEM)
C -0.820 0.709 -1.786
N -0.618 -0.104 -0.591
C 0.760 -0.322 -0.277
C 1.615 0.708 -0.315
C 1.983 -2.030 1.131
C 1.040 -1.650 0.276
H -1.136 1.721 -1.521
H 0.012 0.653 -2.476
H -1.712 0.400 -2.370
H -1.084 -0.996 -0.652
H 1.377 1.701 -0.656
H 2.634 0.536 0.014
H 2.817 -1.410 1.405
H 1.919 -3.030 1.548
H 0.226 -2.353 0.093
H -2.655 1.342 0.745
H -2.279 1.856 2.119
O -2.958 1.925 1.431


No. 5
ORCA calculation (ωB97M-V/def2-TZVPD) on an isolated molecule of C5H11NO at a distorted geometry.

Summary:
* SMILES: CCN[C@H](C)C=O
* E_LUMO: 1.0 eV
* HOMO level: -8.7 eV
* energy relative to the best compared isomer or geometry (same formula, charge and spin): 43.5 kcal per mole

CARTESIAN COORDINATES (ANGSTROEM)
C -0.606 -2.023 -0.910
C -1.405 -0.908 -0.211
N -0.579 -0.100 0.717
C 1.779 0.765 0.641
C 0.360 0.804 0.078
C -0.164 2.228 0.193
O -0.252 2.874 -0.825
H 0.078 -1.731 -1.730
H 0.069 -2.517 -0.182
H -1.301 -2.748 -1.342
H -1.825 -0.224 -1.039
H -2.251 -1.254 0.381
H -0.273 -0.681 1.512
H 2.467 0.116 0.111
H 1.785 0.541 1.725
H 2.267 1.756 0.733
H 0.375 0.427 -0.986
H -0.523 2.674 1.134


No. 6
ORCA calculation (ωB97M-V/def2-TZVPD) on an isolated molecule of C5H11NO.

Summary:
* SMILES: CC(C)N1O[C@@H]1C
* E_LUMO: 1.1 eV
* HOMO level: -9.2 eV
* energy relative to the best compared isomer or geometry (same formula, charge and spin): 73.9 kcal per mole

CARTESIAN COORDINATES (ANGSTROEM)
C -0.827 -1.189 -0.771
C -0.932 0.326 -0.582
C -1.647 0.689 0.718
N 0.283 1.162 -0.696
C 1.835 -0.362 0.762
C 1.552 0.784 -0.175
O 1.316 0.546 -1.536
H -0.562 -1.714 0.152
H -1.807 -1.564 -1.088
H -0.099 -1.437 -1.547
H -1.541 0.706 -1.411
H -1.669 1.772 0.874
H -2.681 0.329 0.677
H -1.168 0.219 1.586
H 1.355 -0.175 1.730
H 1.485 -1.314 0.366
H 2.913 -0.434 0.936
H 2.192 1.653 0.004


No. 7
ORCA calculation (ωB97M-V/def2-TZVPD) on a cluster of 2 separate species, C5H11NO in total at a distorted geometry.

Summary:
* SMILES: C/C=C/C=C/N.O
* E_LUMO: 1.0 eV
* HOMO level: -8.2 eV
* energy relative to the best compared isomer or geometry (same formula, charge and spin): 57.1 kcal per mole

CARTESIAN COORDINATES (ANGSTROEM)
N 3.155 1.002 0.070
C 1.905 0.796 0.689
C 0.691 1.029 0.138
C -0.658 0.599 0.614
C -1.582 -0.010 -0.181
C -2.986 -0.544 0.241
H 3.790 1.646 0.513
H 3.222 1.088 -0.922
H 2.004 0.383 1.640
H 0.728 1.385 -0.881
H -1.064 0.950 1.573
H -1.339 -0.068 -1.272
H -3.702 0.103 -0.171
H -3.116 -1.645 -0.147
H -3.132 -0.623 1.357
H 0.416 -2.576 -0.558
H 1.094 -1.374 -1.290
O 0.575 -2.141 -1.415


No. 8
ORCA calculation (ωB97M-V/def2-TZVPD) on a cluster of 3 separate species, C5H11NO in total at a distorted geometry.

Summary:
* E_LUMO: -2.7 eV
* HOMO level: -7.1 eV
* energy relative to the best compared isomer or geometry (same formula, charge and spin): 229.7 kcal per mole

CARTESIAN COORDINATES (ANGSTROEM)
C -2.948 -0.667 0.135
C -1.947 -0.967 -0.828
C -1.173 0.045 -1.431
C 0.025 -0.099 -2.015
C 5.108 0.802 1.140
N 5.496 0.055 0.166
H -2.862 0.362 0.517
H -2.885 -1.320 1.019
H -3.994 -0.726 -0.194
H -1.716 -1.980 -1.152
H -1.508 1.067 -1.268
H 0.397 -1.116 -2.078
H 0.548 0.740 -2.443
H 4.031 1.018 1.295
H 5.691 1.542 1.713
H 5.976 -0.426 1.023
H -4.017 1.161 2.542
O -4.222 0.511 1.860


No. 9
ORCA calculation (ωB97M-V/def2-TZVPD) on a structure of composition C5H11NO at a distorted geometry.

Summary:
* E_LUMO: 0.7 eV
* HOMO level: -8.3 eV
* energy relative to the best compared isomer or geometry (same formula, charge and spin): 94.6 kcal per mole

CARTESIAN COORDINATES (ANGSTROEM)
C -0.354 1.179 0.816
C 0.724 0.198 0.638
C 0.852 -0.902 1.637
N -0.307 0.146 -0.356
C -0.917 -1.213 -0.640
C 0.026 1.174 -1.933
O 1.122 0.880 -2.403
H -1.164 1.072 1.525
H -0.057 2.253 0.723
H -0.133 2.057 -1.287
H 1.645 0.572 0.193
H 1.303 -1.780 1.178
H 1.493 -0.532 2.437
H -0.120 -1.170 2.067
H -0.134 -1.944 -0.943
H -1.436 -1.658 0.210
H -1.604 -1.171 -1.492
H -0.939 0.839 -2.371


No. 10
ORCA calculation (ωB97M-V/def2-TZVPD) on a cluster of 2 separate species, C5H11NO in total.

Summary:
* E_LUMO (alpha / beta): 0.8 / 0.8 eV
* HOMO level (alpha / beta): -7.3 / -7.3 eV
* energy relative to the best compared isomer or geometry (same formula, charge and spin): 120.8 kcal per mole

CARTESIAN COORDINATES (ANGSTROEM)
C -1.814 0.735 -1.407
C -1.318 -0.965 0.923
N -0.182 -0.355 0.798
C 0.442 0.882 1.257
C 0.820 0.124 0.055
C 2.068 -0.432 -0.498
O 3.015 -0.794 0.502
H -2.476 1.134 -0.632
H -2.256 -0.181 -1.808
H -1.696 1.471 -2.200
H -2.039 -0.577 1.630
H -1.556 -1.784 0.256
H -0.194 1.769 1.169
H 1.018 0.804 2.182
H -0.794 0.543 -1.038
H 1.836 -1.280 -1.160
H 2.555 0.336 -1.106
H 2.571 -1.430 1.077


No. 11
ORCA calculation (ωB97M-V/def2-TZVPD) on a structure of composition C5H11NO.

Summary:
* E_LUMO (alpha / beta): 0.4 / 0.4 eV
* HOMO level (alpha / beta): -7.7 / -7.7 eV
* energy relative to the best compared isomer or geometry (same formula, charge and spin): 146.1 kcal per mole

CARTESIAN COORDINATES (ANGSTROEM)
C -2.332 0.826 -0.142
C -1.026 -1.178 0.465
N 0.125 -0.527 0.531
C 0.293 0.853 0.672
C 0.849 0.154 -0.522
C 2.301 -0.252 -0.684
O 2.956 -0.430 0.548
H -3.074 0.495 0.590
H -2.531 0.331 -1.096
H -2.498 1.899 -0.302
H -1.603 -1.280 1.378
H -1.158 -1.920 -0.319
H -1.076 1.061 0.318
H 0.884 1.308 1.459
H 0.296 0.294 -1.458
H 2.359 -1.161 -1.306
H 2.835 0.543 -1.213
H 2.401 -1.015 1.082


No. 12
ORCA calculation (ωB97M-V/def2-TZVPD) on an isolated molecule of C5H11NO at a distorted geometry.

Summary:
* SMILES: CNCCCC=O
* E_LUMO: 1.0 eV
* HOMO level: -9.1 eV
* energy relative to the best compared isomer or geometry (same formula, charge and spin): 77.1 kcal per mole

CARTESIAN COORDINATES (ANGSTROEM)
O 1.287 2.577 0.072
C 2.036 1.597 -0.241
C 1.689 0.135 -0.116
C 0.570 -0.063 0.883
C -0.279 -1.255 0.539
C -2.294 0.146 -0.585
N -1.089 -0.877 -0.704
H 2.888 2.120 -0.814
H 2.630 -0.219 0.201
H 1.414 -0.143 -1.204
H 0.975 -0.258 1.945
H -0.206 0.702 0.979
H -0.861 -1.536 1.513
H 0.404 -2.117 0.303
H -2.661 0.480 -1.664
H -1.861 1.028 -0.104
H -3.026 -0.501 -0.094
H -1.615 -1.817 -0.907


No. 13
ORCA calculation (ωB97M-V/def2-TZVPD) on an isolated molecule of C5H11NO at a distorted geometry.

Summary:
* SMILES: CCCCC(N)=O
* E_LUMO: 0.9 eV
* HOMO level: -9.7 eV
* energy relative to the best compared isomer or geometry (same formula, charge and spin): 12.3 kcal per mole

CARTESIAN COORDINATES (ANGSTROEM)
C 0.832 -0.730 2.518
C -0.595 -0.385 2.183
C -0.766 0.264 0.778
C -0.299 -0.658 -0.383
C -0.054 0.232 -1.628
N 1.049 1.048 -1.432
O -0.559 0.155 -2.723
H 0.969 -1.079 3.533
H 1.474 0.135 2.271
H 1.287 -1.437 1.813
H -1.236 -1.245 2.363
H -0.962 0.346 2.917
H -1.738 0.735 0.653
H -0.043 1.070 0.866
H 0.693 -1.020 -0.146
H -1.039 -1.437 -0.526
H 1.180 1.868 -1.981
H 1.624 0.920 -0.640


no.,total energy (Ha)
1,-327.0798
2,-326.9524
3,-327.0332
4,-327.0449
5,-327.0620
6,-327.0136
7,-327.0404
8,-326.7653
9,-326.9806
10,-326.9388
11,-326.8985
12,-327.0085
13,-327.1117